No. 1
Molecular formula: C25H27N4O3S4Sb2W
Method: DFT, ωB97M-V with the def2-TZVPD basis set

```
66
Properties=species:S:1:pos:R:3:lowdin_spin:R:1
W -0.796 -0.318 -0.279 0.01
N -1.247 1.493 -1.543 0.01
C -1.003 2.784 -0.870 0.00
C -0.758 2.546 0.597 0.00
O -0.492 3.414 1.380 0.00
N -0.929 1.200 0.971 0.00
C -1.230 0.990 2.385 0.00
C -1.764 -0.416 2.510 0.00
O -2.285 -0.879 3.469 0.00
O -1.582 -1.102 1.354 0.00
H -0.714 1.434 -2.407 0.01
H -2.229 1.397 -1.797 0.00
H -1.868 3.442 -0.958 0.00
H -0.153 3.298 -1.313 0.00
H -1.967 1.713 2.735 0.00
H -0.347 1.105 3.017 0.00
S 0.060 -1.089 -2.508 0.43
Sb -1.974 -2.461 -2.401 -0.01
S -0.398 -2.847 -0.610 0.53
S -3.045 -0.830 -1.039 -0.01
C 4.689 2.177 2.955 0.00
C 3.418 2.130 3.514 0.00
C 2.502 1.180 3.077 0.00
C 2.855 0.285 2.067 0.00
C 4.130 0.336 1.508 0.00
C 5.046 1.277 1.959 0.00
Sb 1.511 -1.171 1.338 0.00
C 0.889 -2.170 3.086 0.00
C -0.118 -3.134 3.043 0.01
C -0.448 -3.837 4.188 0.00
C 0.219 -3.584 5.379 0.00
C 1.233 -2.639 5.422 0.00
C 1.575 -1.932 4.277 0.00
C 2.731 -2.580 0.362 0.00
C 2.984 -3.765 1.049 0.00
C 3.783 -4.739 0.465 0.00
C 4.320 -4.534 -0.797 0.00
C 4.064 -3.353 -1.481 0.00
C 3.268 -2.372 -0.907 0.00
H 5.408 2.903 3.311 0.00
H 3.143 2.814 4.307 0.00
H 1.530 1.137 3.554 0.00
H 4.423 -0.368 0.738 0.00
H 6.043 1.298 1.540 0.00
H -0.668 -3.330 2.134 0.01
H -1.236 -4.577 4.154 0.00
H -0.049 -4.128 6.275 0.00
H 1.765 -2.452 6.345 0.00
H 2.390 -1.224 4.323 0.00
H 2.566 -3.937 2.034 0.00
H 3.982 -5.658 1.000 0.00
H 4.940 -5.296 -1.249 0.00
H 4.486 -3.193 -2.464 0.00
H 3.080 -1.458 -1.452 0.00
S 1.662 0.909 -1.134 0.01
C 2.207 2.446 -0.547 0.00
N 2.268 2.904 0.684 0.00
C 2.712 4.303 0.726 0.00
C 3.301 4.480 -0.683 0.00
N 2.662 3.366 -1.404 0.00
H 1.952 2.388 1.494 0.00
H 3.447 4.448 1.513 0.00
H 1.855 4.953 0.909 0.00
H 4.385 4.363 -0.695 0.00
H 3.038 5.434 -1.130 0.00
H 2.871 3.128 -2.360 0.00
```

Summary:
Charge: +2
HOMO level (spin up / spin down) (eV): -14.06 / -14.05
ΔE to the lowest compared entry with this formula, charge and spin (kJ/mol): 0.0
DFT total energy (eV): -96696.2999
Max |F| (eV Å⁻¹): 0.98
2S+1: 2



No. 2
Molecular formula: C9H6F3NO
Method: DFT, ωB97M-V with the def2-TZVPD basis set

```
20
Properties=species:S:1:pos:R:3:lowdin_charge:R:1
C -2.238 0.743 -0.829 -0.23
C 0.722 -1.221 -0.567 -0.07
C 0.116 -0.234 1.597 -0.02
C -0.183 -0.504 -1.196 -0.04
C -0.789 0.552 0.978 -0.02
C 1.037 -2.527 1.275 -0.23
C 1.055 -1.079 0.848 -0.30
C -0.905 0.572 -0.509 -0.26
C -0.013 2.459 -1.110 -0.50
N -3.344 0.981 -1.031 0.20
O 2.055 -3.151 1.501 0.07
F -0.653 3.520 -0.721 0.17
F 1.227 2.462 -0.648 0.15
F 0.046 2.609 -2.406 0.16
H 1.329 -2.099 -1.088 0.18
H 0.227 -0.168 2.648 0.11
H -0.424 -0.607 -2.304 0.15
H -1.463 1.408 1.335 0.16
H 0.074 -3.032 1.259 0.14
H 2.124 -0.686 0.971 0.19
```

Summary:
HOMO level (spin up / spin down) (eV): -9.69 / -9.69
ΔE to the lowest compared entry with this formula, charge and spin (kJ/mol): 0.0
DFT total energy (eV): -21116.3884
Max |F| (eV Å⁻¹): 3.63



No. 3
Molecular formula: C23H38AlClN3O4PS2
Method: DFT, ωB97M-V with the def2-TZVPD basis set

```
73
Properties=species:S:1:pos:R:3:lowdin_spin:R:1
Al 2.493 -0.653 -0.580 -0.01
C 4.929 4.899 1.083 0.00
C 5.052 4.215 -0.267 0.00
O 5.492 2.877 -0.071 0.00
P 4.723 1.632 -0.722 0.00
S 5.810 0.041 -0.414 -0.01
S 2.777 1.744 -0.139 -0.01
O 4.748 2.176 -2.262 0.00
C 4.204 1.434 -3.334 0.00
C 5.298 0.701 -4.090 0.00
H 4.765 5.966 0.947 0.00
H 5.841 4.739 1.655 0.00
H 4.096 4.475 1.635 0.00
H 5.798 4.717 -0.892 0.00
H 4.089 4.224 -0.787 0.00
H 3.705 2.163 -3.984 0.00
H 3.453 0.716 -2.955 0.00
H 6.007 1.413 -4.507 0.00
H 4.858 0.116 -4.893 0.00
H 5.827 0.044 -3.405 0.00
C -3.356 1.231 4.101 0.00
C -2.520 1.094 2.811 0.00
C -1.964 2.486 2.488 0.00
C -1.357 0.147 3.112 0.00
C -3.419 0.586 1.625 0.01
O -4.589 1.399 1.571 0.00
C -3.796 -0.903 1.796 0.00
C -5.012 -1.347 0.963 0.00
C -4.665 -1.888 -0.396 0.00
C -3.847 -3.015 -0.512 0.00
C -3.529 -3.534 -1.761 0.00
C -4.052 -2.941 -2.890 0.00
Cl -3.680 -3.596 -4.453 0.00
C -4.892 -1.832 -2.805 0.00
C -5.182 -1.317 -1.543 0.00
C -2.789 0.799 0.219 0.03
N -1.540 0.161 -0.018 0.21
C -0.324 0.699 -0.401 0.38
N 0.546 -0.331 -0.630 0.12
C -0.224 -1.433 -0.452 -0.01
N -1.448 -1.201 -0.103 0.05
H -2.685 1.421 4.938 0.00
H -3.916 0.326 4.333 0.00
H -4.049 2.069 4.038 0.00
H -1.557 2.939 3.390 0.00
H -2.755 3.130 2.110 0.00
H -1.168 2.425 1.755 0.00
H -0.695 0.611 3.841 0.00
H -0.774 -0.067 2.225 0.00
H -1.711 -0.793 3.527 0.00
H -5.119 1.182 2.345 0.00
H -4.018 -1.091 2.848 0.00
H -2.933 -1.502 1.510 0.00
H -5.708 -0.513 0.852 0.00
H -5.527 -2.136 1.520 0.00
H -3.445 -3.485 0.370 0.00
H -2.878 -4.389 -1.849 0.00
H -5.299 -1.386 -3.698 0.00
H -5.834 -0.456 -1.471 0.00
H -2.677 1.869 0.041 0.00
H -3.524 0.406 -0.495 0.01
H -0.076 1.737 -0.381 0.05
H 0.157 -2.414 -0.607 0.00
C 2.387 -3.770 0.295 0.00
O 2.090 -3.138 -0.910 0.02
C 3.050 -2.313 -1.543 0.12
C 4.474 -2.833 -1.404 0.02
H 2.601 -3.003 1.071 0.00
H 3.242 -4.445 0.218 0.00
H 1.504 -4.342 0.593 0.00
H 4.505 -3.826 -1.865 0.00
H 4.860 -2.931 -0.389 0.00
H 5.153 -2.188 -1.951 0.00
```

Summary:
Charge: -1
HOMO level (spin up / spin down) (eV): -1.27 / -2.77
ΔE to the lowest compared entry with this formula, charge and spin (kJ/mol): 323.5
DFT total energy (eV): -87208.2339
Max |F| (eV Å⁻¹): 1.97
2S+1: 2



No. 4
Molecular formula: CH2O2S
Method: DFT, ωB97M-V with the def2-TZVPD basis set

```
6
Properties=species:S:1:pos:R:3:lowdin_charge:R:1
C 0.529 -0.008 -0.004 -1.00
H -1.166 -1.008 0.014 0.13
H -1.144 1.013 0.010 0.11
O -0.189 -1.137 -0.008 0.02
O -0.185 1.141 -0.008 0.02
S 2.155 -0.001 -0.004 0.72
```

Summary:
HOMO level (eV): -8.96
ΔE to the lowest compared entry with this formula, charge and spin (kJ/mol): 80.6
DFT total energy (eV): -15999.1004
Max |F| (eV Å⁻¹): 0.98